Record 1
The following is a quantum chemistry calculation of a structure of composition C7H12ClIO3PPd at a distorted geometry, from the Open Molecules 2025 dataset.

Geometry (Å):
C  -2.47551  0.18597  -2.30665
C  -1.62560  -0.46009  -1.27136
H  -2.64274  -0.54637  -3.10750
H  -2.00189  1.08416  -2.72800
H  -3.43928  0.47610  -1.86190
O  -1.23954  -1.60702  -1.22467
I  -2.18411  -1.22958  2.59744
Pd  -0.34533  1.10946  -0.29579
P  1.32344  -0.20172  0.51222
C  0.87949  -1.74955  1.30369
C  2.36748  -0.55088  -0.92093
H  2.66354  1.66368  1.21068
H  3.26097  0.08382  1.87952
H  1.83760  0.90372  2.60908
C  2.37940  0.70765  1.67431
H  2.48263  0.36365  -1.51637
H  3.33070  -0.90059  -0.53023
H  1.79131  -2.30263  1.53620
H  0.24187  -2.33455  0.64274
H  1.89751  -1.31081  -1.55517
H  0.29775  -1.54825  2.21756
C  -2.45054  -0.01903  0.62988
O  -3.59784  0.10244  0.32876
Cl  0.41233  2.49878  -1.98070
O  -1.84859  3.17859  1.39070
C  -1.31502  2.40304  0.76648

Energy above the lowest of the compared OMol25 structures with the same formula, charge and spin (eV): 0.000
Total charge: +3
Spin multiplicity: 5

***

Record 2
The following is a quantum chemistry calculation of the ion C7H12F3I2N3O3PS with charge +1 at a distorted geometry, from the Open Molecules 2025 dataset.

Geometry (Å):
C  -0.56383  1.68585  2.72760
C  -0.56564  2.40367  1.36823
I  0.79346  4.07627  1.39479
C  -0.15023  1.55088  0.15788
I  -0.75124  2.49202  -1.69197
N  -0.64736  0.14199  0.24629
C  -2.11769  0.07318  0.43075
O  -2.55504  -1.24478  0.39901
C  -2.24906  -1.94326  -0.76612
N  -1.21598  -1.18878  -1.52594
C  -0.23370  -0.64533  -0.77646
N  1.08579  -0.81231  -1.04010
C  1.41611  -1.46989  -2.31248
F  0.97101  -2.73312  -2.30522
F  2.70820  -1.48520  -2.52371
F  0.82955  -0.83664  -3.32860
P  2.48903  -0.26454  -0.03741
O  1.81694  -0.11786  1.37755
O  3.18767  -1.69520  0.05968
S  3.38561  1.22977  -0.72920
H  0.07843  2.18305  3.44929
H  -0.21598  0.65544  2.63730
H  -1.56945  1.66746  3.15177
H  -1.52363  2.88057  1.17397
H  0.92990  1.52707  0.07937
H  -2.34762  0.44097  1.42449
H  -2.60829  0.69739  -0.32693
H  -3.11314  -2.07993  -1.41854
H  -1.83959  -2.91419  -0.47874
H  -0.91885  -1.71777  -2.33338
H  1.38084  -0.90129  1.74212
H  4.11377  -1.65548  -0.22528

Structure (SMILES): C[C@@H](I)[C@H](I)N1COCN/C1=[N+](\C(F)(F)F)P(O)(O)=S
E_tot (eV): -62539.7966
Total charge: +1

***

Record 3
The following is a quantum chemistry calculation of a cluster of 2 separate species, C7H12FN in total at a distorted geometry, from the Open Molecules 2025 dataset.

Geometry (Å):
C  -2.07703  -0.03746  -0.75078
C  -3.04026  -1.18441  1.12894
C  0.87346  -1.41675  -0.10664
C  1.45471  -0.28263  0.12851
C  -1.44385  1.17846  -1.23602
C  2.46204  0.30009  -0.86697
C  1.36886  0.58872  1.45825
N  -2.60113  -0.38362  0.26695
F  1.09962  -2.24430  -1.16865
H  -4.07216  -1.35480  1.40038
H  -2.36381  -1.65050  1.83313
H  0.04302  -1.82676  0.44312
H  -2.33553  1.83603  -1.53600
H  -0.64049  1.09438  -2.09801
H  -0.83137  1.61523  -0.41842
H  3.04451  -0.49143  -1.37990
H  3.10921  0.98500  -0.30660
H  1.81377  0.79972  -1.70917
H  1.18557  1.66642  1.01376
H  2.40566  0.50852  1.78515
H  0.54518  0.30008  2.11899

Energy above the lowest of the compared OMol25 structures with the same formula, charge and spin (eV): 3.521
Total charge: 0

***

Record 4
The following is a quantum chemistry calculation of the ion C7H12FN3OP with charge +1, from the Open Molecules 2025 dataset.

Geometry (Å):
N  1.05746  3.59017  -0.33868
P  -0.59578  3.52053  -0.56338
O  -1.07257  3.58701  0.99989
C  -0.87250  1.64817  -0.70832
C  -0.49924  0.66716  0.20749
C  -0.76662  -0.65211  -0.05393
C  -0.37730  -1.75179  0.88028
C  1.15310  -1.87978  1.05927
C  1.67752  -3.18292  0.48607
F  3.04915  -3.10416  0.37414
C  -1.42615  -0.93338  -1.27588
N  -1.78389  -0.01417  -2.13368
N  -1.49487  1.23225  -1.81073
H  1.53566  2.90202  0.22738
H  1.58875  3.82596  -1.16709
H  -1.85914  4.13229  1.12224
H  -0.01767  0.96430  1.13179
H  -0.79712  -2.69176  0.51802
H  -0.84619  -1.55227  1.84522
H  1.41958  -1.79749  2.11123
H  1.67370  -1.07509  0.53449
H  1.44807  -4.03665  1.12542
H  1.26985  -3.36256  -0.51260
H  -1.67262  -1.94979  -1.55545
H  -1.79116  1.91407  -2.50319

Structure (SMILES): NP(O)c1cc(CCCF)cn[nH+]1
E_tot (eV): -25971.4161
Total charge: +1

***

Record 5
The following is a quantum chemistry calculation of a structure of composition C7H12I2NO2 at a distorted geometry, from the Open Molecules 2025 dataset.

Geometry (Å):
C  0.04619  1.69590  2.39383
C  -0.95071  0.96383  1.32897
I  -2.94699  1.86920  1.60303
C  -0.37861  1.14459  -0.16528
C  -0.40690  -0.19173  -1.06103
C  0.97567  -0.19907  -1.93342
C  1.30214  -1.78051  -2.11958
O  2.32369  -2.32019  -2.58938
O  0.15030  -2.43796  -1.56245
C  -0.19033  -1.62201  -0.38791
N  -1.39352  -2.31725  0.13440
H  0.49495  0.87123  3.06825
H  0.93093  2.20048  1.89379
H  -0.50857  2.40535  3.09412
H  -1.02661  -0.11122  1.68770
H  0.69194  1.66734  -0.21219
H  -1.08174  1.89758  -0.69031
H  -1.18926  -0.19348  -1.90415
H  0.98009  0.36660  -2.92171
H  1.84593  0.21915  -1.32179
H  0.75847  -1.63388  0.24932
H  -1.06265  -3.09742  0.71430
H  -1.98405  -1.66496  0.67329
I  2.61965  2.26841  0.02819

E_tot (eV): -29240.5844
Total charge: -1

***

Record 6
The following is a quantum chemistry calculation of a structure of composition C7H12LiO4Tl at a distorted geometry, from the Open Molecules 2025 dataset.

Geometry (Å):
C  -2.12398  -1.22720  2.75158
C  -1.57242  -2.66545  2.73199
O  -1.26772  -3.14790  1.47759
Tl  -1.55067  -4.68783  0.07743
H  -2.80169  -1.11288  3.61679
H  0.25498  -1.19610  0.78911
H  -2.74528  -1.07142  1.85127
H  -2.29317  -3.25509  3.34957
H  -0.66972  -2.66497  3.39520
C  -1.08008  -0.13803  2.81626
C  -0.18683  -0.01443  3.83340
H  -1.31812  0.75830  2.22882
H  0.49730  0.84001  3.84414
H  0.18909  -0.90797  4.34260
O  2.93926  2.57949  -2.12656
C  2.89189  2.22463  -0.91809
O  3.33226  2.93718  0.02194
O  2.35542  1.02335  -0.67210
C  1.52312  0.86949  0.48758
C  0.46943  -0.17353  0.20336
Li  3.79694  4.18175  -1.41958
H  1.06653  1.84093  0.72318
H  2.15375  0.58425  1.34080
H  0.79467  -0.70666  -0.70490
H  -0.48205  0.31691  -0.05029

Energy above the lowest of the compared OMol25 structures with the same formula, charge and spin (eV): 0.000
Total charge: -1
Spin multiplicity: 2

***

Record 7
The following is a quantum chemistry calculation of the ion C7H12N with charge +1 at a distorted geometry, from the Open Molecules 2025 dataset.

Geometry (Å):
C  0.69527  -1.16365  0.83304
C  -0.31412  -0.43063  0.38370
C  -2.26909  0.45875  1.23303
C  -1.64115  -0.07024  0.18444
C  2.21452  -0.57594  0.65894
C  1.10637  1.15605  -0.74563
C  -2.27922  -0.27315  -1.13028
N  2.20253  0.30506  -0.58611
H  0.37137  -1.80950  1.60534
H  -3.33808  0.48981  1.14805
H  -1.78814  0.52673  2.30370
H  2.46778  0.00211  1.45023
H  2.99115  -1.36440  0.51275
H  0.78206  1.40863  -1.75933
H  1.04625  1.88710  -0.01760
H  -2.88598  0.57947  -1.22517
H  -3.03664  -1.03485  -1.19376
H  -1.57492  -0.32635  -1.90684
H  3.16060  0.62394  -0.47429
H  2.08945  -0.38893  -1.27423

Energy above the lowest of the compared OMol25 structures with the same formula, charge and spin (eV): 5.278
Total charge: +1

***

Record 8
The following is a quantum chemistry calculation of a structure of composition C7H12N at a distorted geometry, from the Open Molecules 2025 dataset.

Geometry (Å):
C  -2.59577  0.66749  0.68466
C  -2.15570  1.22522  -0.44631
C  0.08107  -1.64602  0.11038
C  -1.31187  -1.48896  -0.49882
C  0.35588  -0.21548  0.59381
C  -1.53743  -0.05095  -0.03006
C  2.63563  0.96728  0.13216
N  1.23682  0.64968  -0.28664
H  -3.23337  0.66525  1.59176
H  -1.99917  2.17657  -1.05522
H  -0.01312  -2.16527  0.97719
H  0.72966  -2.00802  -0.72480
H  -1.66935  -1.64666  -1.60662
H  -2.13545  -2.09924  -0.00725
H  0.61964  0.10941  1.61779
H  3.09201  1.68028  -0.49913
H  2.57579  1.44171  1.03800
H  3.21416  0.05442  -0.08261
H  1.43152  0.12429  -1.15800
H  0.67907  1.55899  -0.35028

Energy above the lowest of the compared OMol25 structures with the same formula, charge and spin (eV): 5.508
Total charge: +1